The following is a DFT calculation (ωB97M-V/def2-TZVPD) of a molecular structure, C23H27GeN3OS5Ti.

Values from the calculation:
Spin multiplicity   1
Orbital gap   0.266 hartree
E_LUMO   -0.2 eV

XYZ file:
```
61
C23H27GeN3OS5Ti, DFT ωB97M-V/def2-TZVPD
Ti -0.0012 -0.7191 0.4586
C -2.0433 0.3654 0.8459
C -1.3977 0.2626 2.0950
C -1.2835 -1.1112 2.4146
C -1.8557 -1.8532 1.3639
C -2.3171 -0.9417 0.3840
H -2.2311 1.2759 0.2988
H -1.0303 1.0797 2.6932
H -0.8055 -1.5175 3.2915
H -1.8721 -2.9271 1.2820
H -2.7669 -1.2023 -0.5592
S 1.5074 -4.4742 -1.7352
C 0.9344 -3.1565 -0.9732
S -0.0150 -1.8898 -1.7067
S 1.2531 -2.7725 0.7031
Ge 1.9275 -0.1757 2.1525
C 1.6210 1.4381 3.2470
C 1.1198 2.6163 2.6852
C 0.8723 3.7390 3.4631
C 1.1139 3.7021 4.8303
C 1.6036 2.5418 5.4090
C 1.8551 1.4226 4.6225
C 3.4873 0.2425 1.0104
C 3.8570 1.5693 0.7821
C 4.8685 1.8914 -0.1165
C 5.5392 0.8863 -0.7996
C 5.1985 -0.4397 -0.5698
C 4.1815 -0.7564 0.3211
H 2.3384 -1.2727 3.1625
H 0.9075 2.6483 1.6205
H 0.4855 4.6427 3.0067
H 0.9177 4.5744 5.4413
H 1.7920 2.5060 6.4752
H 2.2426 0.5225 5.0868
H 3.3573 2.3682 1.3174
H 5.1431 2.9292 -0.2687
H 6.3347 1.1330 -1.4927
H 5.7249 -1.2333 -1.0866
H 3.9194 -1.7961 0.4747
C 2.1787 3.3083 -2.6367
N 1.4689 2.7154 -1.5251
C 1.3823 1.3948 -1.3237
N 2.1125 0.5653 -2.0528
O 0.6021 0.9860 -0.4044
H 2.0925 4.3890 -2.5643
H 1.7623 2.9869 -3.5962
H 3.2400 3.0555 -2.5899
H 0.7728 3.2571 -1.0420
H 2.6691 0.8939 -2.8203
H 1.8866 -0.4245 -1.9999
S -1.2374 1.1884 -3.3376
C -1.7777 2.7038 -3.6516
N -2.4349 3.1149 -4.7517
C -3.0866 4.4149 -4.6867
C -2.2053 5.2506 -3.7671
S -1.5837 4.0580 -2.5452
H -2.7466 2.4016 -5.3930
H -4.0949 4.3203 -4.2734
H -3.1532 4.8535 -5.6809
H -2.7626 6.0364 -3.2642
H -1.3636 5.6853 -4.3033
```

The following is a DFT calculation (ωB97M-V/def2-TZVPD) of a molecular structure, C23H27N10O3S2Tl.

Values from the calculation:
Spin multiplicity   1
Orbital gap (alpha / beta)   0.222 / 0.168 hartree
Charge   +2
E_LUMO (alpha / beta)   -7.5 / -9.0 eV

XYZ file:
```
66
C23H27N10O3S2Tl, DFT ωB97M-V/def2-TZVPD
Tl 1.0717 -1.9169 0.1239
N 4.3408 -2.2732 -1.5471
C 4.6637 -2.1061 -0.2513
N 5.9556 -2.0314 0.0358
C 6.2290 -1.8939 1.3339
N 7.5107 -1.8242 1.6962
N 5.3079 -1.8188 2.3221
C 4.0633 -1.8888 1.9107
N 3.6541 -2.0323 0.6469
C 3.0156 -1.8092 2.9802
C 3.3877 -1.7618 4.3158
C 2.4000 -1.6804 5.2819
C 1.0731 -1.6393 4.8863
C 0.7919 -1.6937 3.5332
N 1.7358 -1.7830 2.5977
H 5.0826 -2.3531 -2.2199
H 3.3881 -2.3700 -1.8410
H 8.2279 -1.8884 0.9957
H 7.7527 -1.7415 2.6671
H 4.4364 -1.7924 4.5687
H 2.6632 -1.6491 6.3306
H 0.2717 -1.5664 5.6077
H -0.2319 -1.6529 3.1776
O 1.2945 0.6345 0.7018
C 0.7159 1.5747 1.2174
C 1.2537 2.9774 1.1869
C 0.2553 3.8192 0.3487
C -0.5211 3.0316 -0.7321
C -1.8011 2.3209 -0.2476
C -1.5531 1.1054 0.6509
N -0.5784 1.4486 1.6984
H 2.2424 2.9557 0.7347
H 1.3473 3.3846 2.1957
H 0.8152 4.6204 -0.1320
H -0.4631 4.3092 1.0103
H 0.1439 2.3031 -1.2097
H -0.8076 3.7381 -1.5133
H -2.3844 1.9942 -1.1167
H -2.4208 3.0446 0.2918
H -1.1474 0.2719 0.0768
H -2.4766 0.7640 1.1185
H -0.8717 2.2809 2.1953
N -3.8823 3.8806 -4.2001
C -3.5955 2.6157 -3.9499
C -2.2773 2.1147 -4.2106
C -1.9994 0.8057 -3.9648
C -3.0138 -0.0395 -3.4640
C -4.3105 0.4397 -3.1844
C -4.6078 1.7465 -3.4214
S -2.6660 -1.7729 -3.2807
O -1.5589 -2.0455 -4.1305
O -3.9179 -2.4551 -3.4169
N -2.1181 -1.7799 -1.7484
C -2.7744 -2.3127 -0.7642
S -4.3814 -3.1208 -0.8241
C -4.2890 -3.3489 0.8324
C -3.0782 -2.8610 1.3549
N -2.2536 -2.3078 0.4919
H -3.1955 4.5078 -4.5962
H -4.8120 4.2493 -4.0526
H -1.5283 2.7770 -4.6261
H -1.0278 0.3860 -4.1871
H -5.0674 -0.2450 -2.8259
H -5.6037 2.1335 -3.2466
H -5.0730 -3.8394 1.3893
H -2.8023 -2.9407 2.3973
```

The following is a DFT calculation (ωB97M-V/def2-TZVPD) of C23H27N3O2 in the gas phase at a distorted geometry.

Values from the calculation:
Spin multiplicity   1
SMILES   C[C@@H](CCc1ccccc1)NC(=O)CCN1N=C(c2ccccc2)CCC1=O
Orbital gap   0.325 hartree
E_LUMO   0.2 eV

XYZ file:
```
55
C23H27N3O2, DFT ωB97M-V/def2-TZVPD
C -1.3313 0.3776 -3.6847
C -0.0276 0.6605 -2.9394
N 0.5597 -0.5829 -2.4845
C 1.7446 -1.0350 -2.9299
O 2.3863 -0.4825 -3.8028
C 2.2700 -2.3163 -2.2829
C 1.3015 -3.1655 -1.4574
N 1.0716 -2.6476 -0.1174
C 1.9578 -2.9332 0.8836
O 2.8884 -3.6906 0.7136
C 1.7086 -2.1769 2.1732
C 0.2211 -1.9517 2.4199
C -0.4187 -1.4482 1.1571
N 0.0111 -1.8145 0.0082
C -1.5936 -0.5781 1.1757
C -1.8492 0.3034 2.2237
C -2.9579 1.1284 2.1910
C -3.8331 1.0860 1.1196
C -3.5948 0.2077 0.0741
C -2.4872 -0.6152 0.1009
H -2.3033 -1.3129 -0.7018
H -4.2765 0.1653 -0.7626
H -4.6979 1.7318 1.0989
H -3.1361 1.8112 3.0079
H -1.1681 0.3766 3.0568
H 0.0743 -1.2657 3.2522
H -0.2651 -2.8992 2.6822
H 2.1766 -2.7233 2.9921
H 2.2179 -1.2125 2.0790
H 1.7391 -4.1589 -1.3285
H 0.3345 -3.2589 -1.9549
H 3.1254 -2.0409 -1.6601
H 2.6672 -2.9255 -3.0970
H 0.1175 -1.0115 -1.6767
H 0.6961 1.1155 -3.6246
C -0.2710 1.5751 -1.7350
H -0.8065 2.4649 -2.0670
H -0.9123 1.0458 -1.0256
C 1.0392 1.9675 -1.0393
C 0.8565 2.2152 0.4307
C 1.6582 1.5643 1.3589
C 1.4999 1.7842 2.7160
C 0.5307 2.6639 3.1658
C -0.2747 3.3195 2.2499
C -0.1137 3.0954 0.8951
H -0.7442 3.6146 0.1888
H -1.0290 4.0123 2.5935
H 0.4070 2.8411 4.2244
H 2.1372 1.2735 3.4247
H 2.4277 0.8897 1.0078
H 1.4496 2.8635 -1.5122
H 1.7702 1.1682 -1.1754
H -1.7473 1.2998 -4.0808
H -1.1471 -0.3030 -4.5119
H -2.0593 -0.0725 -3.0129
```

The following is a DFT calculation (ωB97M-V/def2-TZVPD) of C23H27N3O4 in the gas phase at a distorted geometry.

Values from the calculation:
Spin multiplicity   1
SMILES   COCc1ccc(C(=O)N[C@H]2CC(C)(C)Cc3c2cnn3-c2ccc(OC)cc2)o1
Orbital gap   0.310 hartree
E_LUMO   0.6 eV

XYZ file:
```
57
C23H27N3O4, DFT ωB97M-V/def2-TZVPD
C 2.9019 -1.1748 8.2247
H 3.0519 -0.2475 8.7733
O 1.9406 -0.9028 7.2393
C 1.6386 -2.0297 6.4409
C 0.5827 -1.6578 5.4559
C -0.7808 -1.6990 5.5370
C -1.2669 -1.2002 4.3107
C -0.1640 -0.8824 3.5627
C -0.0916 -0.3214 2.1972
O -1.0958 -0.1411 1.5355
N 1.1757 -0.0652 1.8041
H 1.9015 -0.2984 2.4652
C 1.6444 0.5555 0.5709
C 0.5687 1.2744 -0.1653
C 0.1786 0.9677 -1.4516
N -0.8097 1.8419 -1.7750
N -1.0654 2.6797 -0.7598
C -0.2418 2.3590 0.2106
H -0.2558 2.8960 1.1378
C -1.5773 1.9354 -2.9419
C -1.0606 1.6479 -4.1968
C -1.8562 1.7534 -5.3264
C -3.1791 2.1638 -5.2157
C -3.6886 2.4770 -3.9526
C -2.9005 2.3634 -2.8319
H -3.2822 2.6060 -1.8536
H -4.7133 2.8046 -3.8817
O -4.0461 2.2995 -6.2575
C -3.5906 2.0053 -7.5549
H -3.2716 0.9614 -7.6429
H -2.7673 2.6633 -7.8518
H -4.4416 2.1768 -8.2122
H -1.4235 1.5213 -6.2868
H -0.0285 1.3606 -4.3125
C 0.7390 -0.1309 -2.2786
H -0.0461 -0.6035 -2.8733
H 1.4916 0.2693 -2.9678
C 1.4072 -1.1768 -1.3660
C 0.3314 -1.9974 -0.6564
H -0.3857 -1.3528 -0.1580
H 0.7785 -2.6603 0.0819
H -0.2083 -2.6077 -1.3780
C 2.2631 -2.1129 -2.2256
H 2.7037 -2.8960 -1.6126
H 3.0686 -1.5685 -2.7151
H 1.6530 -2.5844 -2.9929
C 2.3315 -0.4629 -0.3639
H 2.8421 -1.2102 0.2479
H 3.0935 0.0749 -0.9337
H 2.4064 1.2859 0.8876
O 0.9634 -1.1628 4.2620
H -2.2855 -1.0824 4.0052
H -1.3593 -2.0434 6.3693
H 2.5417 -2.3659 5.9069
H 1.2758 -2.8541 7.0740
H 2.5564 -1.9562 8.9133
H 3.8525 -1.4945 7.7790
```

Values of energy relative to the best compared isomer or geometry (same formula, charge and spin), in order: 0.300; 0.000; 1.221; 2.735, all in eV.